{
  "formula": "C31H27Br6N5O8",
  "method": "ωB97M-V/def2-TZVPD",
  "e_above_lowest_kcal_mol": 444.3,
  "orbital_gap_ha": 0.2590,
  "multiplicity": 1,
  "e_lumo_ev": -1.2,
  "symbols": ["C", "Br", "Br", "Br", "H", "C", "Br", "Br", "Br", "H", "C", "C", "C", "C", "C", "C", "N", "O", "O", "H", "H", "H", "H", "H", "C", "C", "C", "C", "C", "C", "N", "O", "O", "H", "H", "H", "H", "H", "C", "C", "C", "C", "C", "C", "N", "O", "O", "H", "H", "H", "H", "H", "C", "C", "C", "C", "C", "C", "N", "O", "O", "H", "H", "H", "H", "H", "N", "C", "C", "C", "C", "C", "H", "H", "H", "H", "H"],
  "coordinates": [[0.170172, -2.872240, -1.272389], [-1.322395, -4.167593, -1.355117], [0.772183, -2.463791, -3.147111], [1.597939, -3.825713, -0.269262], [-0.149531, -1.967257, -0.755769], [-0.488411, 0.371568, -0.586946], [1.087834, 0.230831, -1.709554], [-1.583117, 1.823785, -1.323423], [0.058755, 0.684965, 1.277587], [-0.947776, -0.615018, -0.648008], [-4.389824, -4.423665, 0.286477], [-4.028354, -3.287926, 0.982077], [-3.384690, -2.274028, 0.320830], [-3.177922, -2.242440, -1.069806], [-3.638542, -3.361432, -1.757525], [-4.297267, -4.400080, -1.128424], [-2.580809, -1.092291, -1.768944], [-2.956199, -0.020460, -1.380783], [-1.759828, -1.220238, -2.657908], [-4.790866, -5.249052, 0.855952], [-4.105502, -3.200618, 2.055771], [-2.960839, -1.478935, 0.916305], [-3.490624, -3.360591, -2.827343], [-4.645668, -5.268069, -1.668434], [5.201569, -1.259075, -1.897251], [4.239555, -0.431357, -1.369341], [3.312480, 0.217147, -2.146727], [3.465895, 0.124134, -3.587165], [4.545215, -0.615955, -4.103745], [5.426532, -1.300316, -3.283425], [2.535320, 0.726122, -4.566092], [2.914975, 0.733343, -5.765629], [1.454277, 1.212330, -4.237626], [5.777588, -1.731699, -1.115429], [4.261569, -0.309674, -0.296442], [2.496845, 0.761383, -1.694028], [4.730526, -0.765121, -5.157218], [6.168057, -1.944764, -3.731996], [-1.708681, 2.960811, 0.863164], [-2.680724, 3.945720, 1.206054], [-2.347578, 5.279928, 1.108487], [-1.008617, 5.660292, 0.770408], [-0.065452, 4.664249, 0.363699], [-0.385203, 3.297691, 0.403292], [-0.661809, 7.077828, 0.756732], [0.511649, 7.336586, 0.686690], [-1.591469, 7.875475, 0.883119], [-2.076154, 1.959224, 1.031045], [-3.610290, 3.552284, 1.590126], [-3.114703, 5.982096, 1.399794], [0.941667, 5.018558, 0.200682], [0.227227, 2.475864, 0.062795], [3.069831, -2.468521, 1.252671], [2.223073, -1.572285, 0.691313], [2.521134, -0.212693, 0.631741], [3.704053, 0.266528, 1.259904], [4.551056, -0.659848, 1.943415], [4.151867, -2.011016, 1.980600], [4.032319, 1.680912, 1.295952], [5.199157, 2.057953, 1.417385], [3.095504, 2.411282, 1.125713], [2.810025, -3.506963, 1.396020], [1.333184, -1.933419, 0.197267], [1.908232, 0.494465, 0.092589], [5.382850, -0.184360, 2.441846], [4.758332, -2.805938, 2.388905], [-3.519556, -1.327306, 3.890448], [-4.578413, -0.496455, 3.637734], [-4.468284, 0.617493, 2.797224], [-3.209989, 0.839453, 2.211797], [-2.096694, 0.055116, 2.460257], [-2.286583, -1.046627, 3.265789], [-5.542596, -0.630191, 4.105591], [-5.229727, 1.342360, 2.549881], [-3.092325, 1.734016, 1.618238], [-1.124538, 0.311547, 2.065867], [-1.540899, -1.778320, 3.539626]],
  "forces_ev_per_a": [[0.396, -2.623, -1.585], [3.515, -0.648, 0.083], [-0.057, -1.284, 0.969], [-2.804, -3.435, -3.814], [0.307, -0.585, -0.147], [-0.427, 0.562, -0.709], [-9.220, -0.493, 0.712], [1.703, -0.320, -2.860], [7.116, 1.116, -4.326], [-0.310, 1.026, 0.712], [-0.484, 0.661, -0.761], [0.617, -0.715, 0.059], [0.925, 2.192, -1.196], [-2.019, -1.028, 1.567], [-1.561, 1.268, -1.271], [0.170, -0.401, 1.329], [-0.987, -0.976, 0.390], [-2.882, -1.504, 0.085], [-0.432, -0.720, -0.355], [-0.181, -0.224, -0.341], [-0.071, -0.168, 0.082], [-0.271, 0.213, -0.072], [-0.179, -0.179, -0.162], [0.071, 0.097, -0.283], [0.723, 0.394, -0.671], [0.558, -0.279, -0.338], [3.417, 0.170, -3.907], [0.726, -0.683, 1.464], [-0.289, 0.004, -0.189], [-0.815, -0.431, 1.343], [-0.069, 0.852, -2.633], [-0.503, -0.262, 2.465], [1.504, -0.568, 0.071], [0.588, -0.446, -0.503], [0.331, -0.375, -1.534], [4.909, 2.433, -0.191], [-0.486, 0.488, -0.155], [0.160, 0.110, 0.063], [0.356, 2.900, 1.268], [2.377, -1.707, -0.580], [1.184, 0.842, 0.093], [-1.895, -2.263, -0.446], [-0.394, 0.157, 1.152], [-1.808, 2.581, 1.412], [-1.235, -0.405, 0.562], [0.504, 0.681, -0.201], [1.024, -0.300, -0.245], [1.862, 0.976, -0.869], [-0.321, 0.547, -0.060], [0.339, 0.463, -0.144], [0.067, -0.152, -0.443], [0.650, 1.558, 0.200], [1.101, 0.854, 2.887], [-0.358, 2.943, -0.425], [2.028, 0.538, 2.361], [-0.489, -2.631, 2.154], [-1.601, 0.964, -0.447], [1.514, 0.609, -0.726], [1.223, -0.115, -0.646], [-0.940, -0.794, 0.206], [-0.967, 1.072, -0.114], [0.569, 0.326, 0.280], [0.494, 1.624, 0.880], [1.170, -0.363, 0.855], [0.341, -0.570, 0.137], [0.326, 0.384, 0.563], [0.372, 1.075, -1.324], [1.586, 0.215, -0.442], [1.809, -0.517, -0.559], [-1.537, 0.298, 0.851], [-3.133, -1.171, 2.256], [-3.342, -0.342, 1.756], [0.124, -0.687, 0.404], [-0.457, -0.313, 0.320], [-1.462, -0.931, 0.804], [-5.109, -1.672, 3.017], [0.339, 0.089, -0.132]],
  "mulliken_charge": [1.95, 0.08, -0.01, -0.05, -2.10, 3.13, 0.71, -0.10, 0.32, -3.21, -0.46, -0.54, 1.15, -0.68, -0.38, -0.72, 1.07, -0.58, -0.51, 0.45, 0.42, 0.01, 0.43, 0.37, -0.94, 0.66, 0.47, -1.05, -0.33, -0.85, 1.05, -0.62, -0.59, 0.46, 0.24, 0.68, 0.43, 0.38, 1.61, -1.29, -0.51, -0.24, -1.15, 1.33, 0.98, -0.60, -0.62, -0.30, 0.44, 0.45, 0.52, -0.34, -1.30, 0.58, 0.53, -0.43, -0.66, -0.94, 1.14, -0.65, -0.63, 0.64, 0.84, -0.31, 0.53, 0.37, -0.65, -0.42, -0.73, 0.83, -0.27, -0.24, 0.38, 0.46, -0.52, 0.02, 0.40]
}